(1)
Entry from the Open Molecules 2025 dataset: a molecular structure, C16H24N2O4S (ωB97M-V/def2-TZVPD).

Output
Calculated total energy: -1432.0959 Ha
Kohn-Sham gap: 8.579 eV

Structure (ORCA input):
```
! RIJCOSX wB97M-V def2-TZVPD def2/J DEFGRID3
* xyz 0 1
C 0.464 1.010 5.450
C 1.312 -0.182 5.098
O 2.168 -0.168 3.886
C 1.512 -0.231 2.798
C 0.183 -0.391 2.616
C -0.361 -0.755 1.425
C 0.358 -0.607 0.379
C 1.963 -0.133 0.449
C 2.444 -0.014 1.764
H 3.338 0.265 1.872
H 2.643 -0.158 -0.364
N 0.227 -0.717 -1.024
S 1.069 -0.921 -2.315
O 0.360 -1.510 -3.504
O 2.207 -0.018 -2.470
C 1.815 -2.727 -1.642
H 0.984 -3.347 -1.715
H 2.603 -2.928 -2.385
H 2.399 -2.520 -0.890
C -1.387 -0.984 -1.353
C -1.792 -2.220 -1.126
H -1.545 -3.113 -1.843
H -2.911 -2.389 -1.132
H -1.568 -2.845 -0.129
C -1.914 0.248 -0.762
O -3.148 -0.102 -0.063
N -1.963 1.602 -0.876
C -0.734 1.876 -1.931
C -0.997 3.432 -1.594
H -0.317 3.789 -0.928
C -2.256 3.687 -1.302
C -2.531 2.662 -0.308
H -2.231 2.725 0.654
H -3.720 2.364 -0.198
H -3.071 3.719 -2.068
H -2.399 4.521 -0.843
H -0.551 4.119 -2.683
H -1.298 1.461 -2.824
H 0.168 1.535 -1.637
H -1.370 -0.818 -2.366
H -1.506 -1.096 1.203
H -0.549 -1.015 3.613
H 2.078 -0.304 6.151
H 0.619 -1.003 5.319
H 1.314 1.939 5.590
H -0.266 1.275 4.546
H -0.119 1.036 6.381
*
```

***

(2)
Entry from the Open Molecules 2025 dataset: a gas-phase ion, C16H24N3O (charge +1) (ωB97M-V/def2-TZVPD).

Output
SMILES: Cc1cc(C)[n+](CCCNC[C@@H](O)c2ccccc2)[nH]1
Calculated total energy: -862.8707 Ha
Kohn-Sham gap: 7.972 eV

Structure (ORCA input):
```
! RIJCOSX wB97M-V def2-TZVPD def2/J DEFGRID3
* xyz 1 1
C -0.387 0.555 -3.376
C 0.142 1.444 -2.461
C 0.211 3.027 -2.712
C 0.844 3.328 -1.699
C 1.265 4.785 -1.167
N 1.134 2.323 -0.739
C 1.919 2.367 0.582
C 2.874 1.171 0.685
C 2.165 -0.043 1.155
N 1.644 -0.931 0.145
C 0.684 -1.844 0.378
C -0.800 -1.015 0.872
O -1.129 -0.591 -0.424
C -1.453 -2.375 1.282
C -2.255 -3.235 0.424
C -3.227 -4.151 0.683
C -3.360 -4.241 2.288
C -2.993 -3.141 3.045
C -2.153 -2.277 2.622
N 0.764 1.120 -1.217
H -1.409 0.970 -3.490
H 0.195 0.701 -4.457
H -0.252 -0.397 -3.137
H -0.223 3.701 -3.531
H 0.741 5.100 -0.248
H 2.192 4.952 -0.979
H 0.984 5.573 -1.766
H 2.156 3.230 0.581
H 0.970 2.219 1.430
H 3.419 1.691 1.558
H 3.231 1.146 -0.244
H 1.514 0.049 1.995
H 3.115 -0.579 1.695
H 2.277 -1.143 -0.445
H 0.963 -2.220 1.410
H 0.506 -2.464 -0.284
H -0.527 -0.429 1.756
H -2.083 -0.814 -0.627
H -1.989 -3.112 -0.732
H -3.565 -4.855 0.007
H -4.146 -4.967 2.563
H -3.133 -3.363 4.002
H -1.572 -1.610 3.369
H 0.745 0.348 -0.792
*
```

***

(3)
Entry from the Open Molecules 2025 dataset: a molecular structure, C16H24N3O4PtS (ωB97M-V/def2-TZVPD).

Output
Calculated total energy: -1605.5838 Ha
Kohn-Sham gap (alpha / beta): 7.898 / 6.739 eV

Structure (ORCA input):
```
! RIJCOSX wB97M-V def2-TZVPD def2/J DEFGRID3
* xyz 3 5
Pt -0.672 2.217 -0.649
O 0.584 4.390 -3.938
C 0.030 3.773 -2.897
O 0.019 2.538 -2.728
C -0.593 4.816 -2.017
C -0.694 6.209 -2.228
C -1.220 6.966 -1.220
C -1.568 6.393 0.002
C -1.353 5.083 0.269
N -0.929 4.287 -0.771
C -1.309 4.308 1.486
O -1.629 4.950 2.618
O -0.917 3.137 1.573
H 1.000 3.774 -4.552
H -0.383 6.697 -3.143
H -1.278 8.059 -1.141
H -1.808 7.028 0.917
C 1.989 -3.369 1.986
C 2.248 -1.917 2.557
C 1.178 -1.458 3.583
C -0.242 -1.405 2.900
N -0.276 -0.612 1.661
C -0.737 -0.898 0.480
S -0.274 0.111 -0.906
N -1.398 -2.166 0.274
C -1.695 -2.722 -0.949
C -0.591 -4.222 -1.011
C 0.759 -4.022 -1.449
C 1.039 -4.071 -2.872
H 2.849 -3.728 1.466
H 1.116 -3.494 1.346
H 1.892 -4.007 2.870
H 2.231 -1.194 1.739
H 3.272 -1.992 2.983
H 1.420 -0.486 4.001
H 1.097 -2.137 4.409
H -1.100 -1.010 3.535
H -0.520 -2.455 2.731
H 0.040 0.356 1.825
H -1.546 -2.689 1.130
H -1.532 -2.163 -1.842
H -2.516 -3.445 -0.952
H -1.208 -4.821 -1.591
H -0.648 -4.472 0.075
H 1.150 -4.802 -0.810
H 1.262 -3.180 -0.951
H 0.627 -3.180 -3.322
H 0.722 -4.916 -3.402
H 2.114 -4.060 -3.077
*
```

***

(4)
Entry from the Open Molecules 2025 dataset: a single C16H24N4O2 molecule (ωB97M-V/def2-TZVPD).

Output
SMILES: CC[C@H](C)[C@@H](CO)Nc1ncc2ccc(=O)n(C(C)C)c2n1
Calculated total energy: -993.6192 Ha
Kohn-Sham gap: 8.565 eV

Structure (ORCA input):
```
! RIJCOSX wB97M-V def2-TZVPD def2/J DEFGRID3
* xyz 0 1
C -1.254 1.819 4.463
C -1.006 0.320 4.550
C -0.754 -0.342 3.182
C -0.580 -1.853 3.419
C 0.414 0.233 2.356
C 1.784 -0.096 2.946
O 2.800 0.756 2.402
N 0.322 -0.292 0.963
C 0.687 0.375 -0.156
N 1.546 1.349 -0.084
C 1.904 1.900 -1.235
C 1.378 1.453 -2.441
C 1.890 1.959 -3.703
C 1.317 1.499 -4.866
C 0.303 0.463 -4.812
O -0.206 0.151 -5.890
N -0.095 -0.137 -3.610
C -1.099 -1.224 -3.613
C -2.357 -0.812 -2.870
C -0.583 -2.561 -3.044
C 0.469 0.398 -2.410
N 0.139 -0.149 -1.230
H -0.335 2.305 4.187
H -2.044 1.985 3.742
H -1.621 2.191 5.432
H -1.890 -0.153 5.007
H -0.182 0.156 5.241
H -1.662 -0.196 2.629
H -1.453 -2.260 3.962
H -0.361 -2.404 2.509
H 0.239 -2.028 4.101
H 0.314 1.292 2.312
H 1.805 -0.013 4.013
H 1.947 -1.151 2.692
H 2.611 0.952 1.449
H -0.426 -0.965 0.719
H 2.684 2.656 -1.229
H 2.650 2.723 -3.800
H 1.514 1.974 -5.820
H -1.449 -1.432 -4.628
H -2.733 0.138 -3.284
H -2.191 -0.685 -1.803
H -3.112 -1.602 -2.999
H -0.356 -2.475 -1.976
H 0.356 -2.860 -3.551
H -1.325 -3.357 -3.222
*
```

***

(5)
Entry from the Open Molecules 2025 dataset: 8 unconnected molecules or ions with the total composition C16H24N8 (ωB97M-V/def2-TZVPD).

Output
SMILES: CC#N.CC#N.CC#N.CC#N.CC#N.CC#N.CC#N.CC#N
Calculated total energy: -1061.9911 Ha
Kohn-Sham gap: 10.939 eV

Structure (ORCA input):
```
! RIJCOSX wB97M-V def2-TZVPD def2/J DEFGRID3
* xyz 0 1
C 5.285 0.632 0.840
C 3.906 0.892 1.211
N 2.792 1.105 1.562
H 5.884 1.491 0.539
H 5.313 -0.191 0.125
H 5.767 0.111 1.667
C 5.156 -0.262 -2.819
C 3.645 -0.503 -2.537
N 2.522 -0.638 -2.472
H 5.452 0.689 -2.379
H 5.488 -0.254 -3.857
H 5.736 -0.979 -2.238
C -4.537 -1.383 -0.302
C -5.666 -0.440 -0.633
N -6.565 0.212 -0.913
H -3.562 -1.225 -0.762
H -4.811 -2.419 -0.501
H -4.330 -1.292 0.764
C 1.899 -2.721 0.428
C 2.997 -2.738 1.438
N 3.927 -2.753 2.178
H 2.353 -2.700 -0.563
H 1.359 -1.813 0.695
H 1.344 -3.647 0.577
C -0.761 -1.292 -4.258
C -1.841 -2.113 -3.691
N -2.698 -2.784 -3.185
H -0.631 -0.410 -3.631
H -0.994 -0.805 -5.204
H 0.205 -1.754 -4.462
C -0.152 0.604 -0.317
C -1.572 1.064 -0.540
N -2.679 1.351 -0.796
H -0.040 -0.478 -0.261
H 0.382 1.188 0.433
H 0.388 0.823 -1.238
C -5.465 2.066 1.670
C -4.729 1.555 2.834
N -4.103 1.249 3.781
H -5.960 2.987 1.979
H -6.360 1.453 1.563
H -4.858 2.142 0.767
C 0.039 1.827 3.881
C 0.197 3.280 3.543
N 0.289 4.417 3.239
H -0.181 1.313 2.945
H -0.799 1.651 4.555
H 0.966 1.493 4.346
*
```

***

(6)
Entry from the Open Molecules 2025 dataset: a molecular structure, C16H24O12Ti (ωB97M-V/def2-TZVPD).

Output
Calculated total energy: -2376.2456 Ha
Kohn-Sham gap (alpha / beta): 6.411 / 10.894 eV

Structure (ORCA input):
```
! RIJCOSX wB97M-V def2-TZVPD def2/J DEFGRID3
* xyz 1 4
Ti -14.844 18.363 17.451
C -20.019 19.244 17.066
C -19.359 20.178 18.047
C -19.291 19.658 19.491
O -17.929 19.850 19.862
C -17.200 20.049 18.765
O -15.994 20.023 18.768
O -17.947 20.310 17.706
H -20.011 19.627 16.050
H -21.074 19.110 17.346
H -19.638 18.221 17.126
H -19.854 21.145 17.962
H -19.569 18.605 19.523
H -19.942 20.225 20.150
C -12.683 20.537 19.675
C -11.780 21.486 18.916
C -10.582 22.003 19.764
O -9.436 21.613 19.015
C -9.799 20.972 17.888
O -9.055 20.574 17.056
O -11.143 20.792 17.849
H -13.534 20.191 19.091
H -13.022 20.972 20.616
H -12.079 19.656 19.918
H -12.332 22.369 18.580
H -10.557 21.512 20.736
H -10.606 23.083 19.869
C -9.041 15.161 18.235
C -9.531 16.425 17.588
C -10.179 16.216 16.199
O -11.532 16.706 16.368
C -11.671 17.213 17.578
O -12.639 17.843 17.932
O -10.637 16.960 18.363
H -9.806 14.382 18.267
H -8.707 15.342 19.256
H -8.213 14.722 17.673
H -8.773 17.204 17.543
H -10.264 15.164 15.939
H -9.701 16.799 15.418
C -18.008 19.978 12.629
C -17.286 18.653 12.707
C -15.941 18.619 11.937
O -14.947 18.558 12.950
C -15.522 18.463 14.148
O -14.890 18.384 15.173
O -16.848 18.433 14.081
H -17.321 20.769 12.934
H -18.861 19.987 13.306
H -18.374 20.134 11.616
H -17.911 17.802 12.453
H -15.819 19.477 11.279
H -15.880 17.727 11.312
*
```

***

(7)
Entry from the Open Molecules 2025 dataset: a single C16H24O5S molecule (ωB97M-V/def2-TZVPD).

Output
SMILES: CCOC(=O)[C@H]1C(=O)[C@H](C(C)=O)C(=O)C[C@H]1C[C@H](C)SCC
Calculated total energy: -1397.8799 Ha
Kohn-Sham gap: 7.192 eV

Structure (ORCA input):
```
! RIJCOSX wB97M-V def2-TZVPD def2/J DEFGRID3
* xyz 0 1
C 2.269 3.888 0.931
C 1.879 3.284 -0.468
O 1.039 1.894 -0.399
C -0.336 2.085 0.104
O -0.964 3.083 0.326
C -0.965 0.839 0.147
C -2.028 0.569 -0.894
O -2.082 1.122 -1.823
C -2.884 -0.479 -0.477
C -3.709 -0.395 0.529
C -5.211 -0.467 0.397
O -3.303 -0.111 2.056
C -2.060 -1.794 -0.254
O -2.187 -3.147 -0.737
C -0.811 -1.518 0.837
C -0.017 -0.416 0.208
C 0.718 -0.860 -0.958
C 2.163 -0.857 -0.809
C 2.947 -1.004 -2.297
S 2.576 -2.062 0.509
C 3.799 -1.039 1.175
C 5.219 -0.907 0.744
H 2.751 4.641 0.671
H 1.266 4.217 1.401
H 2.997 3.108 1.367
H 1.224 4.090 -1.004
H 2.615 2.991 -1.142
H -1.584 0.852 1.252
H -3.389 -0.713 -1.338
H -5.904 -0.180 1.362
H -5.366 0.122 -0.245
H -5.548 -1.441 0.251
H -1.296 -1.521 1.756
H -0.230 -2.556 0.887
H 0.686 -0.231 1.218
H 0.270 -1.661 -1.548
H 0.491 0.130 -1.712
H 2.588 0.242 -0.425
H 3.892 -1.155 -2.018
H 2.410 -2.054 -2.716
H 2.502 -0.223 -2.790
H 3.346 -0.328 1.809
H 3.938 -1.752 2.229
H 5.826 -0.654 1.467
H 5.055 -0.092 -0.123
H 5.501 -1.892 0.510
*
```

***

(8)
Entry from the Open Molecules 2025 dataset: a molecular structure, C16H25AsF6K3N5O8S (ωB97M-V/def2-TZVPD).

Output
Calculated total energy: -6532.8514 Ha
Kohn-Sham gap: 5.189 eV

Structure (ORCA input):
```
! RIJCOSX wB97M-V def2-TZVPD def2/J DEFGRID3
* xyz 2 1
K 4.102 0.945 2.541
K 3.604 -3.645 -0.094
K 0.845 -4.488 3.911
As 0.897 -0.999 0.933
F 0.500 0.444 0.059
F -0.243 -1.872 -0.043
F 1.259 -2.492 1.834
F 1.967 -0.024 1.937
F -0.303 -0.688 2.149
F 2.162 -1.466 -0.161
C -3.316 -1.161 2.177
N -4.512 -2.053 2.164
O -4.468 -3.077 2.826
O -5.443 -1.688 1.475
H -3.537 -0.135 2.451
H -2.948 -1.186 1.149
H -2.544 -1.664 2.750
C -2.595 -4.349 -0.393
N -1.499 -5.137 0.242
O -1.236 -6.207 -0.234
O -0.950 -4.673 1.223
H -2.624 -3.356 0.034
H -3.515 -4.908 -0.245
H -2.345 -4.328 -1.451
C 1.044 4.667 -1.952
C 0.673 3.280 -2.526
O -0.731 3.332 -2.617
S -1.151 4.805 -3.198
O -2.386 5.193 -2.592
O -1.008 4.791 -4.617
O 0.084 5.572 -2.505
H 2.079 4.976 -2.074
H 0.846 4.685 -0.878
H 1.001 2.473 -1.875
H 1.081 3.078 -3.521
N 2.115 -5.235 -2.627
C 3.229 -4.608 -3.096
C 2.897 -3.234 -3.171
C 1.667 -3.061 -2.512
C 1.191 -4.314 -2.212
H 2.065 -6.209 -2.376
H 4.045 -5.207 -3.467
H 3.495 -2.478 -3.653
H 1.249 -2.092 -2.311
H 0.316 -4.692 -1.712
N -2.246 1.578 1.326
C -1.846 1.654 2.640
C -2.969 1.939 3.380
C -4.074 2.032 2.505
C -3.596 1.742 1.244
H -1.653 1.385 0.540
H -0.821 1.526 2.938
H -3.049 2.271 4.405
H -5.092 2.312 2.710
H -4.164 1.720 0.329
N 4.147 3.360 -0.088
C 3.945 4.359 0.814
C 2.774 4.077 1.503
C 2.209 2.921 0.919
C 3.105 2.462 -0.026
H 5.000 3.180 -0.588
H 4.582 5.222 0.917
H 2.360 4.623 2.334
H 1.261 2.482 1.180
H 3.070 1.642 -0.725
*
```

***

(9)
Entry from the Open Molecules 2025 dataset: a molecular structure, C16H25BBeBr3Cl3KN3O6 (ωB97M-V/def2-TZVPD).

Output
Calculated total energy: -10981.6695 Ha
Kohn-Sham gap: 1.967 eV

Structure (ORCA input):
```
! RIJCOSX wB97M-V def2-TZVPD def2/J DEFGRID3
* xyz 2 1
C -2.193 -5.573 2.688
C -2.704 -4.152 2.355
O -2.050 -3.607 1.111
B -1.026 -2.703 1.399
O -0.075 -2.962 2.402
N -0.969 -1.316 0.684
C -2.171 -1.071 -0.207
C -2.151 -1.773 -1.577
C -2.511 -0.879 -2.816
N -1.919 -2.993 -1.766
C 0.371 -0.922 0.054
C 1.117 -2.007 -0.796
O 0.953 -2.078 -1.963
Br 2.436 -3.283 -0.057
H -2.975 -6.182 3.149
H -1.275 -5.516 3.288
H -1.898 -6.034 1.738
H -3.784 -4.217 2.172
H -2.567 -3.450 3.190
H -0.419 -2.669 3.285
H -1.083 -0.667 1.476
H -2.202 0.015 -0.395
H -3.119 -1.306 0.304
H -3.359 -1.437 -3.323
H -1.661 -0.818 -3.556
H -2.919 0.120 -2.509
H -1.974 -3.182 -2.771
H 1.038 -0.633 0.897
H 0.170 -0.063 -0.598
C 2.694 2.363 1.269
Cl 1.071 2.544 0.600
Cl 3.201 0.673 1.151
Cl 3.837 3.419 0.457
H 2.661 2.636 2.317
C -5.381 3.121 1.738
C -5.282 1.670 1.329
O -4.123 1.654 0.499
C -3.351 2.715 0.850
O -2.238 2.885 0.456
O -4.004 3.538 1.688
H -5.794 3.255 2.734
H -5.960 3.718 1.032
H -5.110 1.015 2.183
H -6.154 1.337 0.785
N 7.906 5.444 -3.077
C 7.108 5.195 -2.039
C 6.830 3.921 -1.569
C 7.411 2.841 -2.215
C 8.242 3.078 -3.297
C 8.457 4.392 -3.684
H 6.675 6.070 -1.566
H 6.176 3.779 -0.719
H 7.219 1.829 -1.879
H 8.715 2.263 -3.828
H 9.103 4.626 -4.523
Br -6.240 -0.832 1.747
K -3.670 -0.030 -4.440
Br -0.432 -4.897 0.077
Be 1.354 -2.867 4.066
*
```

***

no.,strongest force on any atom (Eh/bohr)
1,0.28563
2,0.32237
3,0.08154
4,0.05880
5,0.11177
6,0.02438
7,0.32731
8,0.05690
9,0.15048